Here is a molecular structure, C16H13F16IN2O4P2S from the OMol25 dataset. Energies are from wB97M-V/def2-TZVPD.

## Properties
Gap between HOMO and LUMO, eV: 7.49
HOMO, eV: -8.90

Geometry as XYZ:
```
55
C16H13F16IN2O4P2S wB97M-V/def2-TZVPD
O -1.74166 1.80369 -5.06621
P -1.01239 1.13076 -6.16222
C -0.19125 -0.40020 -5.65946
C 0.21323 -0.55136 -4.31138
C 0.87288 -1.66596 -3.87001
P 1.48278 -1.91095 -2.15101
O 0.10606 -2.33490 -1.34490
I 1.80264 0.36458 -1.32761
C 1.11808 -2.70350 -4.81763
N 1.73728 -3.87236 -4.61971
S 1.76429 -4.63928 -6.01129
N 1.00964 -3.57714 -6.95702
C 0.70529 -2.54851 -6.15977
C 0.04395 -1.37165 -6.59467
H -1.87203 0.78268 -7.22222
H 0.03140 1.91470 -6.69690
H 0.00791 0.23113 -3.59642
H -0.28258 -3.11107 -1.76900
H -0.25275 -1.24015 -7.62322
C 1.79603 6.37271 1.44595
C 0.57834 6.91390 2.21399
C 0.30934 6.34599 3.60920
F 0.05495 5.02381 3.56388
F -0.77879 6.96164 4.12760
F -0.52747 6.80678 1.44877
F 0.81284 8.24384 2.40218
O 1.56704 5.37453 0.46613
C 1.53999 4.04239 0.78913
C 0.17503 3.41620 0.49507
F -0.79314 4.03300 1.19801
F 0.20075 2.11365 0.86209
F 1.93086 3.81920 2.05629
F 2.43499 3.42080 -0.01442
H 2.15762 7.22165 0.86858
H 2.60779 6.09804 2.11958
H 1.16050 6.52918 4.27118
H -0.05904 3.48915 -0.56934
C -0.30079 -2.89431 3.56817
C 0.20966 -3.80736 2.44092
C -0.70112 -4.01202 1.23104
F -1.86208 -4.60991 1.57122
F -0.07675 -4.82112 0.33665
F 0.57719 -5.00229 2.95442
F 1.33508 -3.21502 1.95415
O -0.87132 -3.51106 4.71074
C -2.20323 -3.83542 4.76589
C -2.41039 -5.34417 4.92034
F -1.86269 -6.00862 3.88537
F -3.73679 -5.60639 4.93786
F -2.89008 -3.34107 3.72096
F -2.70725 -3.25907 5.87962
H 0.59374 -2.41098 3.95665
H -0.93274 -2.09405 3.18325
H -0.91411 -3.05998 0.73990
H -1.95674 -5.69410 5.84963
```

Results of the natural (NBO) charge analysis, in e, for atoms 1 through 5: number 1, O, carries -1.08; number 2, P, carries 1.54; number 3, C, carries -0.40; number 4, C, carries -0.15; number 5, C, carries -0.41

***

Here is a molecular structure, C16H13F3N3O3SV from the OMol25 dataset. Energies are from wB97M-V/def2-TZVPD.

## Properties
Gap between HOMO and LUMO (alpha / beta), eV: 7.98 / 7.84
HOMO (alpha / beta), eV: -8.27 / -8.61
Multiplicity: 3
ΔE to the lowest compared entry with this formula, charge and spin, kJ/mol: 267.86

Geometry as XYZ:
```
40
C16H13F3N3O3SV wB97M-V/def2-TZVPD
V 1.14287 0.63959 0.02495
C -1.02109 -1.95915 1.34710
C -1.34773 -1.84478 0.00294
C -0.56484 -2.46719 -0.95815
C 0.52006 -3.23981 -0.57616
C 0.81925 -3.38568 0.76771
C 0.05963 -2.73597 1.72804
H -1.63077 -1.47059 2.09624
H -2.23812 -1.30663 -0.29288
H -0.82206 -2.37622 -2.00437
H 1.11553 -3.73918 -1.32755
H 1.65783 -3.99261 1.07316
H 0.30095 -2.85058 2.77453
N 2.73685 2.39098 -3.16866
C 1.85665 1.99291 -2.24121
S 2.05748 2.62907 -0.61114
N 0.80552 1.28687 -2.51922
N 0.07525 1.00842 -1.42477
C -1.22355 1.09829 -1.47673
C -1.99677 1.18553 -0.28953
C -3.39710 1.30796 -0.35033
C -4.15277 1.50631 0.78053
C -3.53063 1.59604 2.02696
C -2.16173 1.47678 2.12518
C -1.36036 1.26109 0.99226
O -0.06735 1.15123 1.11031
H 3.59677 2.80433 -2.84460
H 2.74817 1.90090 -4.04838
H -1.68599 1.23825 -2.45304
H -3.87049 1.23189 -1.31775
H -5.22492 1.59113 0.70093
H -4.12815 1.74756 2.91333
H -1.64955 1.54600 3.07409
F 3.03560 1.01917 1.80004
C 3.31947 -0.18147 1.22069
F 2.41270 -1.02925 1.75736
F 4.51965 -0.54547 1.65375
C 3.15807 -0.13896 -0.33411
O 4.04826 0.34195 -1.00986
O 2.08740 -0.68871 -0.72168
```

Results of the natural (NBO) charge analysis, in e, for atoms 1 through 5: number 1, V, carries 1.15; number 2, C, carries -0.24; number 3, C, carries -0.24; number 4, C, carries -0.21; number 5, C, carries -0.20

***

Here is C16H13N3O5S in the gas phase from the OMol25 dataset. Energies are from wB97M-V/def2-TZVPD.

## Properties
Gap between HOMO and LUMO, eV: 7.43
HOMO, eV: -8.20
ΔE to the lowest compared entry with this formula, charge and spin, kJ/mol: 0.00
SMILES: O=C(O)/C=C/c1ccc(S(=O)(=O)Nc2ccc3[nH]c(=O)[nH]c3c2)cc1

Geometry as XYZ:
```
38
C16H13N3O5S wB97M-V/def2-TZVPD
O -5.90137 -2.25759 -0.77429
C -5.45665 -1.25316 -0.27666
O -6.16878 -0.51195 0.58993
C -4.11196 -0.72577 -0.54924
C -3.63958 0.39195 0.01510
C -2.33124 0.98598 -0.19558
C -1.97422 2.10175 0.57105
C -0.73930 2.70050 0.41483
C 0.14203 2.19647 -0.52238
S 1.77341 2.92250 -0.64115
O 2.35717 2.58509 -1.90060
O 1.72962 4.29101 -0.22856
N 2.59566 2.12334 0.58968
C 2.58491 0.72847 0.67072
C 2.33481 0.09431 1.88792
C 2.32580 -1.28864 1.99732
C 2.55741 -2.02421 0.85368
N 2.60938 -3.38099 0.61218
C 2.89003 -3.62524 -0.71671
O 3.00581 -4.69827 -1.25245
N 3.00248 -2.37974 -1.30583
C 2.81032 -1.38513 -0.37506
C 2.83386 -0.01132 -0.48495
C -0.18802 1.10407 -1.30188
C -1.41942 0.49922 -1.13811
H -7.04149 -0.91472 0.71829
H -3.54391 -1.32554 -1.24343
H -4.28211 0.91962 0.70819
H -2.67424 2.49379 1.29392
H -0.45066 3.56630 0.99000
H 2.48577 2.60484 1.46871
H 2.15524 0.69671 2.76579
H 2.13860 -1.76624 2.94565
H 2.48183 -4.11130 1.29091
H 3.22854 -2.24597 -2.27633
H 3.04092 0.49387 -1.41249
H 0.51813 0.75465 -2.03706
H -1.67881 -0.34863 -1.75109
```

Results of the natural (NBO) charge analysis, in e, for atoms 1 through 5: number 1, O, carries -0.58; number 2, C, carries 0.75; number 3, O, carries -0.69; number 4, C, carries -0.30; number 5, C, carries -0.12

***

Here is 2 unconnected molecules or ions with the total composition C16H13N5O6 from the OMol25 dataset. Energies are from wB97M-V/def2-TZVPD.

## Properties
Gap between HOMO and LUMO, eV: 4.74
HOMO, eV: -7.43
ΔE to the lowest compared entry with this formula, charge and spin, kJ/mol: 0.00

Geometry as XYZ:
```
40
C16H13N5O6 wB97M-V/def2-TZVPD
N -1.00042 -5.00980 3.24269
C -0.51639 -3.94804 3.21799
C 0.06293 -2.63530 3.13591
C 1.42264 -2.30071 3.02924
C 1.80898 -0.93351 2.86139
N 3.21147 -0.68315 3.06826
O 3.96223 -1.68246 3.21219
O 3.65779 0.48115 3.12192
C 0.86219 0.12573 2.77168
C -0.46678 -0.23381 2.95769
N -1.64057 0.52628 2.96917
O -1.86084 1.72290 2.94010
O -2.71022 -0.40881 3.12348
N -2.22474 -1.72055 3.21627
C -0.88500 -1.57057 3.10856
H 2.18283 -3.06682 3.20283
H 1.16458 1.15873 2.66258
C 2.89133 5.60735 3.83923
C 1.74398 5.93707 2.92629
O 1.51908 4.69082 2.20079
C 0.53831 4.84976 1.28408
C 0.11744 3.62912 0.67561
N -0.78388 3.65997 -0.36692
C -1.21295 4.85137 -0.91355
C -2.24232 4.87366 -1.83192
C -2.78148 3.68657 -2.30411
C -2.24397 2.48018 -1.85134
C -1.24397 2.46611 -0.89619
O 0.10082 5.99284 1.07223
H 2.96343 6.30332 4.67210
H 2.77382 4.58776 4.21129
H 3.82077 5.65739 3.26607
H 0.82432 6.19456 3.46503
H 1.98200 6.74477 2.22722
H 0.55988 2.67949 0.95208
H -0.74630 5.75011 -0.54989
H -2.58626 5.85550 -2.14894
H -3.60757 3.69784 -3.01312
H -2.59345 1.52228 -2.22040
H -0.75986 1.58157 -0.50182
```

Results of the natural (NBO) charge analysis, in e, for atoms 1 through 5: number 1, N, carries -0.24; number 2, C, carries 0.25; number 3, C, carries -0.16; number 4, C, carries -0.11; number 5, C, carries 0.01

***

Here is C16H13NO5 in the gas phase from the OMol25 dataset. Energies are from wB97M-V/def2-TZVPD.

## Properties
Gap between HOMO and LUMO, eV: 8.32
HOMO, eV: -7.94
ΔE to the lowest compared entry with this formula, charge and spin, kJ/mol: 0.00
SMILES: O=C(O)c1ccccc1C(=O)NCc1ccc2c(c1)OCO2

Geometry as XYZ:
```
35
C16H13NO5 wB97M-V/def2-TZVPD
O -0.90542 -0.55060 -1.61222
C -1.17173 0.23039 -2.49178
O -2.03010 -0.06464 -3.47650
C -0.62467 1.60210 -2.58330
C -1.30826 2.60825 -3.25994
C -0.80018 3.89333 -3.28390
C 0.39112 4.18009 -2.63578
C 1.08091 3.18091 -1.96957
C 0.58013 1.88710 -1.93611
C 1.40015 0.79142 -1.30869
O 2.09494 0.05414 -1.97372
N 1.37768 0.80351 0.04200
C 2.07017 -0.19877 0.83154
C 1.10490 -1.16745 1.46306
C 0.50043 -2.13826 0.67828
C -0.42789 -3.03158 1.20330
C -0.72256 -2.91426 2.54004
C -0.12004 -1.93948 3.33491
C 0.79227 -1.05223 2.82060
O -0.59078 -2.04318 4.61988
C -1.50251 -3.12014 4.60936
O -1.58537 -3.65562 3.30721
H -2.35083 -0.97419 -3.37182
H -2.23670 2.37190 -3.75591
H -1.33177 4.67303 -3.80821
H 0.78769 5.18431 -2.65450
H 2.01864 3.39891 -1.48029
H 0.66514 1.34079 0.51101
H 2.73674 -0.71662 0.13760
H 2.66397 0.30688 1.59954
H 0.74628 -2.18763 -0.36986
H -0.89767 -3.78359 0.59280
H 1.25086 -0.30391 3.44651
H -1.15908 -3.90049 5.30825
H -2.49643 -2.76440 4.92620
```

Results of the natural (NBO) charge analysis, in e, for atoms 1 through 5: number 1, O, carries -0.59; number 2, C, carries 0.77; number 3, O, carries -0.68; number 4, C, carries -0.10; number 5, C, carries -0.18

***

Here is a molecular structure, C16H13NO7Pd from the OMol25 dataset. Energies are from wB97M-V/def2-TZVPD.

## Properties
Net charge: +2
Gap between HOMO and LUMO (alpha / beta), eV: 8.47 / 5.42
HOMO (alpha / beta), eV: -15.66 / -15.36
Multiplicity: 5

Geometry as XYZ:
```
38
C16H13NO7Pd wB97M-V/def2-TZVPD
Pd 0.09579 0.95382 -1.01408
O 0.17043 1.03879 1.14881
C 0.28010 2.03576 1.85101
C 0.41586 3.42637 1.40799
C 0.48933 4.37811 2.38766
C 0.61262 5.74161 2.03774
C 0.66484 6.18988 0.72752
C 0.59400 5.25980 -0.28121
C 0.47080 3.84379 0.01016
O 0.42847 3.05274 -0.95951
N 0.68728 6.72936 3.14412
O 0.64706 6.27312 4.26399
O 0.80963 7.88342 2.82303
H 0.28023 1.89386 2.93902
H 0.45520 4.12743 3.44126
H 0.75945 7.24930 0.53021
H 0.63047 5.53972 -1.32575
C -3.13945 -6.23580 -1.10882
O -3.16784 -4.79661 -1.18912
C -2.03430 -4.12550 -1.14491
C -0.76292 -4.68896 -0.99838
C 0.38939 -3.87358 -0.97815
C 0.35355 -2.50173 -1.07992
C 1.58714 -1.71823 -1.11933
C 2.94188 -2.34891 -1.06101
O 1.59919 -0.47621 -1.21375
C -0.96963 -1.89728 -1.20022
O -1.19207 -0.65757 -1.26568
C -2.12879 -2.74012 -1.25216
H -4.17437 -6.54499 -1.19370
H -2.73587 -6.55009 -0.14657
H -2.56237 -6.64811 -1.93625
H -0.63677 -5.75812 -0.90983
H 1.33329 -4.38746 -0.87837
H 2.96544 -3.41816 -1.22637
H 3.35857 -2.13278 -0.07408
H 3.57788 -1.85399 -1.79363
H -3.09351 -2.26264 -1.36170
```

Results of the Mulliken charge analysis, in e, for atoms 1 through 5: number 1, Pd, carries 1.22; number 2, O, carries -0.48; number 3, C, carries 0.08; number 4, C, carries 0.11; number 5, C, carries -0.45

***

Number 1: molar mass 822.2 g mol⁻¹. Number 2: molar mass 435.3 g mol⁻¹. Number 3: molar mass 359.4 g mol⁻¹. Number 4: molar mass 371.3 g mol⁻¹. Number 5: molar mass 299.3 g mol⁻¹. Number 6: molar mass 437.7 g mol⁻¹.